C27H63N9O13SZn | ωB97M-V with the def2-TZVPD basis set

Geometry (Å):
Zn  -0.79  -0.77  1.68
S  0.27  0.13  -0.57
O  -0.44  1.03  -1.46
O  0.39  0.64  0.84
O  -0.59  -1.08  -0.31
O  1.60  -0.28  -1.00
C  1.20  4.27  1.78
C  2.55  3.80  1.28
O  3.50  4.58  1.28
N  2.63  2.55  0.80
C  3.82  1.82  0.35
H  1.36  4.53  2.83
H  0.44  3.50  1.73
H  0.89  5.15  1.22
H  1.79  2.00  0.67
H  4.74  2.24  0.76
H  3.83  1.84  -0.74
H  3.72  0.80  0.71
C  1.88  1.17  -3.92
C  0.95  1.84  -4.93
O  1.21  1.98  -6.10
N  -0.27  2.16  -4.39
C  -1.23  2.96  -5.11
H  2.90  1.54  -3.99
H  1.92  0.13  -4.26
H  1.49  1.25  -2.92
H  -0.35  1.86  -3.43
H  -2.24  2.76  -4.76
H  -1.23  2.63  -6.15
H  -1.04  4.03  -4.97
C  1.27  4.45  -1.68
C  -0.11  4.87  -1.27
O  -0.30  5.95  -0.72
N  -1.12  4.01  -1.52
C  -2.50  4.30  -1.29
H  2.05  4.90  -1.07
H  1.45  4.74  -2.72
H  1.52  3.38  -1.62
H  -0.89  3.06  -1.76
H  -3.12  4.25  -2.19
H  -2.67  5.26  -0.80
H  -2.93  3.61  -0.55
C  -4.94  0.38  0.91
C  -3.48  0.44  0.52
O  -2.61  0.21  1.37
N  -3.18  0.79  -0.73
C  -4.15  0.89  -1.81
H  -5.38  -0.45  0.34
H  -5.50  1.24  0.56
H  -5.06  0.14  1.96
H  -2.17  0.80  -0.92
H  -4.83  1.71  -1.63
H  -4.67  -0.06  -1.95
H  -3.60  1.12  -2.72
C  2.14  -4.77  -3.63
C  0.90  -3.96  -3.95
O  0.08  -4.34  -4.78
N  0.79  -2.78  -3.31
C  -0.35  -1.88  -3.43
H  1.96  -5.75  -4.08
H  2.26  -4.90  -2.55
H  3.07  -4.31  -3.97
H  1.50  -2.44  -2.68
H  -1.05  -2.01  -4.25
H  0.09  -0.88  -3.48
H  -0.90  -1.91  -2.48
C  3.05  -3.47  0.16
C  4.18  -2.95  -0.73
O  5.26  -3.51  -0.79
N  3.87  -1.82  -1.40
C  4.62  -1.32  -2.54
H  2.13  -2.92  -0.02
H  3.32  -3.28  1.20
H  2.92  -4.54  -0.01
H  2.98  -1.37  -1.23
H  3.96  -1.25  -3.40
H  5.45  -1.99  -2.77
H  5.06  -0.35  -2.31
C  2.81  -0.74  3.24
C  1.71  -1.76  3.26
O  0.87  -1.85  2.38
N  1.64  -2.51  4.38
C  0.74  -3.63  4.56
H  3.09  -0.46  4.26
H  2.59  0.17  2.69
H  3.67  -1.18  2.73
H  2.30  -2.31  5.11
H  1.25  -4.59  4.53
H  -0.05  -3.62  3.81
H  0.21  -3.47  5.50
C  -3.23  -3.92  3.38
C  -2.85  -3.22  2.11
O  -1.89  -2.45  2.06
N  -3.54  -3.50  1.00
C  -3.04  -3.13  -0.33
H  -2.76  -4.91  3.41
H  -4.32  -4.02  3.46
H  -2.92  -3.35  4.25
H  -4.30  -4.15  1.05
H  -3.66  -3.64  -1.06
H  -2.04  -3.54  -0.46
H  -2.98  -2.06  -0.46
C  0.17  2.05  4.37
C  -1.02  1.13  4.21
O  -0.95  0.10  3.54
N  -2.12  1.45  4.92
C  -3.28  0.60  4.98
H  0.91  1.84  3.61
H  0.62  2.00  5.36
H  -0.17  3.08  4.27
H  -1.89  2.05  5.70
H  -4.00  0.90  4.21
H  -3.79  0.70  5.94
H  -3.05  -0.45  4.78

Properties
Spin multiplicity ... 1
HOMO-LUMO gap ... 8.324 eV
Highest occupied orbital energy ... -8.8443 eV
Energy above the lowest of the compared OMol25 structures with the same formula, charge and spin ... 10.7 kJ/mol
Max |F| ... 2.716 eV/Å
DFT total energy ... -4715.321777 hartree

These are the Löwdin partial charges, in e, on atoms 1 to 6: atom 1 (Zn): 0.603, atom 2 (S): 0.337, atom 3 (O): -0.345, atom 4 (O): -0.375, atom 5 (O): -0.377, atom 6 (O): -0.326